{"formula": "C33H36N6OSTb", "method": "ωB97M-V/def2-TZVPD", "symbols": ["Tb", "N", "C", "S", "N", "N", "C", "C", "C", "C", "C", "C", "C", "O", "H", "H", "H", "H", "H", "H", "H", "C", "C", "C", "C", "C", "C", "C", "C", "N", "C", "C", "C", "C", "N", "C", "C", "C", "C", "C", "C", "C", "C", "H", "H", "H", "H", "H", "H", "H", "H", "H", "H", "H", "H", "H", "H", "H", "H", "H", "H", "H", "H", "H", "H", "H", "H", "C", "C", "C", "N", "C", "C", "H", "H", "H", "H", "H"], "coordinates": [[0.109573, -0.073131, 0.137106], [1.260582, 0.559024, -4.128325], [0.698070, 0.824349, -2.917463], [1.830488, 1.110698, -1.608629], [-0.587654, 0.820558, -2.815379], [-1.131408, 0.959918, -1.552073], [-2.135942, 1.776643, -1.459577], [-2.798352, 2.122687, -0.239864], [-3.798499, 3.110958, -0.291198], [-4.449855, 3.542205, 0.837445], [-4.101641, 3.003415, 2.074252], [-3.123418, 2.046302, 2.166167], [-2.444315, 1.561450, 1.028640], [-1.520980, 0.651739, 1.182168], [2.205190, 0.890741, -4.247421], [0.657047, 0.630805, -4.933275], [-2.479713, 2.272969, -2.369990], [-4.046422, 3.538815, -1.252186], [-5.217741, 4.295729, 0.774552], [-4.598780, 3.348579, 2.968421], [-2.838113, 1.649505, 3.130140], [4.533886, -0.243760, 1.706757], [3.985121, 1.150264, 1.669686], [4.828177, 2.239364, 1.516933], [4.328075, 3.525622, 1.437745], [2.961417, 3.729982, 1.464846], [2.081816, 2.667094, 1.602239], [0.597318, 2.900872, 1.565138], [2.604247, 1.373121, 1.735136], [1.709370, 0.278993, 1.902687], [1.516051, -0.246366, 3.059849], [2.179262, 0.251777, 4.308935], [0.523617, -1.342550, 3.196895], [0.547906, -2.102708, 4.486377], [-0.287984, -1.583500, 2.222336], [-1.409955, -2.404113, 2.418715], [-1.665422, -3.452949, 1.515787], [-0.817803, -3.640598, 0.294893], [-2.708436, -4.331443, 1.754174], [-3.550900, -4.158817, 2.837691], [-3.380702, -3.053455, 3.644037], [-2.326024, -2.167850, 3.462347], [-2.294499, -0.945579, 4.327081], [5.619126, -0.219173, 1.714738], [4.202413, -0.786631, 0.821253], [4.196857, -0.787345, 2.586585], [5.892652, 2.075635, 1.466348], [4.999404, 4.363455, 1.344583], [2.568892, 4.730559, 1.377705], [0.372553, 3.938319, 1.808323], [0.064809, 2.256470, 2.271565], [0.220708, 2.712905, 0.540817], [2.922093, 1.006296, 4.060487], [2.663524, -0.542478, 4.874481], [1.435434, 0.711674, 4.960788], [1.559093, -2.452198, 4.689176], [-0.114249, -2.964818, 4.449082], [0.248003, -1.467657, 5.316521], [0.193655, -3.954125, 0.554977], [-0.775105, -2.693568, -0.277330], [-1.252639, -4.409016, -0.341495], [-2.859585, -5.155041, 1.072820], [-4.341076, -4.864410, 3.034884], [-4.075880, -2.862049, 4.444001], [-3.287236, -0.496108, 4.333161], [-1.586221, -0.209396, 3.956964], [-2.042984, -1.201521, 5.356722], [3.720677, -3.724472, -1.497023], [3.487722, -3.572992, -0.138220], [2.475240, -2.722530, 0.273315], [1.695955, -2.034430, -0.569627], [1.920140, -2.203376, -1.876523], [2.912674, -3.028569, -2.380217], [4.512313, -4.366624, -1.853512], [4.083343, -4.095750, 0.592789], [2.260571, -2.584353, 1.326663], [1.281131, -1.651087, -2.554936], [3.055744, -3.109293, -3.443793]], "forces_ev_per_a": [[0.71, -1.04, -0.62], [0.12, 0.01, -0.30], [0.05, 0.16, 0.83], [0.17, 0.29, 0.16], [-0.63, -0.27, -1.03], [-0.20, 0.79, 0.11], [0.61, -0.47, -0.43], [0.00, -0.18, 0.99], [0.11, -0.20, -0.02], [-0.08, 0.08, 0.02], [-0.07, 0.11, -0.16], [0.34, -0.30, -0.15], [-1.14, 1.08, -0.06], [-0.37, -0.06, 0.20], [-0.09, -0.05, -0.03], [-0.06, 0.00, 0.01], [0.12, -0.12, 0.02], [-0.04, 0.02, -0.11], [-0.07, 0.09, -0.05], [-0.04, 0.03, 0.09], [0.01, -0.08, 0.02], [-0.02, 0.12, -0.07], [-0.28, -0.13, -0.06], [-0.02, 0.06, 0.05], [-0.08, -0.04, -0.03], [0.11, -0.05, 0.03], [-0.12, -0.32, 0.05], [0.05, -0.11, -0.03], [0.69, 0.86, 0.03], [-0.20, -0.28, 0.66], [0.65, 0.67, -0.41], [0.24, 0.13, -0.15], [-0.85, -0.88, -0.27], [-0.15, -0.13, -0.01], [1.04, 0.68, 0.24], [-0.89, -0.81, 0.24], [0.16, 0.12, 0.02], [-0.05, 0.18, 0.05], [0.03, 0.07, 0.04], [0.09, 0.06, 0.00], [0.07, -0.11, -0.04], [0.10, 0.11, -0.34], [0.06, 0.01, 0.08], [0.08, -0.07, 0.00], [0.06, -0.11, 0.00], [0.01, -0.15, 0.10], [0.16, -0.06, 0.00], [0.09, 0.10, -0.04], [-0.11, 0.13, -0.01], [-0.08, -0.04, -0.06], [-0.04, 0.17, -0.14], [0.00, 0.12, 0.31], [-0.04, -0.01, 0.06], [-0.06, -0.06, -0.03], [-0.11, -0.03, 0.04], [0.09, 0.03, 0.00], [0.02, 0.07, 0.00], [0.01, 0.02, 0.15], [0.01, 0.14, -0.14], [0.09, -0.54, 0.05], [0.01, 0.10, -0.10], [-0.03, -0.08, -0.07], [-0.15, -0.05, -0.02], [-0.14, 0.04, 0.18], [0.04, 0.06, 0.04], [-0.01, 0.14, 0.04], [0.03, 0.06, 0.08], [-0.15, 0.15, 0.11], [-0.10, 0.11, 0.01], [-0.07, -0.01, 0.00], [0.24, -0.19, 0.03], [-0.04, -0.02, -0.14], [-0.02, 0.01, 0.13], [0.03, -0.05, -0.03], [0.04, -0.04, 0.09], [0.07, -0.02, 0.02], [0.05, 0.00, -0.04], [-0.05, 0.00, -0.17]], "lumo_energy_ev": [-3.777, -3.766], "de_lowest_kj_mol": 271.5, "charge": 1, "energy_ev": -79059.9717, "s2": 12.615, "multiplicity": 7}

***

{"formula": "C33H37CaClO2Si2", "method": "ωB97M-V/def2-TZVPD", "symbols": ["C", "C", "C", "H", "C", "C", "H", "H", "H", "H", "Ca", "Si", "C", "C", "H", "C", "H", "C", "H", "C", "H", "C", "H", "C", "C", "H", "C", "H", "C", "H", "C", "H", "C", "H", "H", "Si", "C", "C", "H", "C", "H", "C", "H", "C", "H", "C", "H", "C", "C", "H", "C", "H", "C", "H", "C", "H", "C", "H", "H", "Cl", "C", "O", "C", "C", "O", "C", "H", "H", "H", "H", "H", "H", "H", "H", "H", "H"], "coordinates": [[-1.780822, -0.426813, 4.614701], [-2.553822, -0.276436, 3.429568], [-2.007843, -1.179657, 2.477851], [-3.421504, 0.362880, 3.299834], [-0.929974, -1.880122, 3.062746], [-0.780553, -1.415935, 4.388104], [-0.081126, -1.811850, 5.129437], [-1.955820, 0.054548, 5.562966], [-2.414243, -1.370064, 1.500176], [-0.370752, -2.687119, 2.592911], [-0.063043, 0.646693, 2.901818], [2.083483, 0.780256, -0.547790], [0.466947, 1.968608, -0.408966], [0.734304, 3.301155, -0.718049], [1.764580, 3.631233, -0.796893], [-0.269366, 4.261871, -0.932240], [-0.007468, 5.239052, -1.338881], [-1.609499, 3.911144, -0.657794], [-2.415574, 4.626920, -0.890787], [-1.884455, 2.642808, -0.145818], [-2.925190, 2.339972, 0.098734], [-0.860309, 1.680700, -0.005251], [-1.165823, 0.686782, 0.353144], [-0.607350, -1.357209, -1.191397], [-2.013081, -1.471960, -1.232066], [-2.619687, -0.586445, -1.474598], [-2.553057, -2.763649, -1.152076], [-3.564794, -2.964242, -1.535646], [-1.744358, -3.842868, -0.794353], [-2.106441, -4.877216, -0.884349], [-0.414162, -3.644323, -0.412940], [0.239452, -4.444167, -0.073080], [0.133695, -2.393743, -0.605241], [1.192989, -2.252858, -0.376461], [1.868113, -0.413249, 0.346133], [0.450035, -0.458183, -2.397286], [0.776070, -1.822471, -3.743461], [-0.002849, -1.889720, -4.925346], [-0.481037, -0.991549, -5.331256], [-0.207074, -3.110448, -5.585858], [-0.811603, -3.132998, -6.486889], [0.356879, -4.286155, -5.096315], [0.110159, -5.250566, -5.542017], [1.229991, -4.222389, -4.016141], [1.732118, -5.113653, -3.627729], [1.489679, -2.991874, -3.385353], [2.207113, -2.964698, -2.564385], [-0.204916, 0.948690, -3.417463], [-1.533344, 1.320073, -3.659153], [-2.358911, 0.684244, -3.302380], [-1.790284, 2.502244, -4.348087], [-2.818436, 2.780450, -4.549985], [-0.750909, 3.327204, -4.786113], [-0.969458, 4.245791, -5.329928], [0.552719, 2.955558, -4.495941], [1.383332, 3.581823, -4.794395], [0.837179, 1.782978, -3.816160], [1.860587, 1.551143, -3.547777], [3.399259, 1.030672, -1.145426], [2.988679, 1.722798, 1.265406], [2.532994, -1.427271, 3.318396], [1.904751, -0.199324, 3.769889], [2.765396, 0.708305, 4.510657], [1.936008, 1.672980, 5.343433], [0.604033, 1.758695, 4.826038], [-0.262393, 2.598251, 5.607104], [3.616809, -1.266350, 3.169363], [2.066588, -1.731127, 2.367302], [2.365582, -2.213560, 4.074308], [3.429916, 0.123006, 5.167788], [3.383285, 1.258327, 3.778901], [2.395294, 2.667824, 5.310654], [1.916099, 1.327256, 6.386321], [-0.403717, 2.187766, 6.620933], [0.177582, 3.602882, 5.692877], [-1.236686, 2.658686, 5.102046]], "forces_ev_per_a": [[0.25, -0.34, -0.13], [0.77, -0.27, 0.11], [-0.21, 0.24, 0.02], [0.16, -0.13, 0.00], [-0.01, 0.05, 0.07], [-0.46, 0.06, 0.20], [-0.25, 0.29, -0.30], [-0.05, 0.13, 0.07], [0.04, 0.00, -0.23], [-0.13, 0.26, 0.06], [-0.15, -0.50, -0.68], [-2.96, -1.34, -0.43], [0.82, -0.25, 0.89], [-0.42, 0.98, -0.44], [0.05, -0.10, -0.33], [-0.41, -0.98, 0.37], [-0.12, -0.19, 0.27], [0.38, 0.31, -0.43], [0.43, -0.48, 0.30], [-0.16, -0.34, 0.16], [0.81, 0.34, -0.12], [-0.02, 0.12, -0.25], [0.21, 0.20, -0.36], [-0.96, -0.14, 0.63], [0.52, -0.64, -0.59], [0.19, -0.63, -0.21], [-0.28, 0.10, -0.16], [0.34, 0.22, 0.60], [0.24, -0.72, -0.09], [-0.08, 0.60, 0.22], [-0.55, 0.03, 0.07], [-0.35, -0.07, 0.00], [0.13, 0.00, 0.04], [-0.22, 0.03, -0.40], [0.03, 0.04, -0.23], [2.50, 0.92, 0.09], [-0.19, -0.53, 0.17], [0.15, -0.31, 0.31], [0.08, -0.29, 0.32], [0.28, 0.36, 0.14], [-0.04, -0.02, 0.11], [-0.05, -0.02, 0.09], [0.13, 0.28, 0.00], [0.54, 0.55, 0.34], [-0.21, 0.21, -0.27], [-0.69, -0.15, -0.45], [-0.30, 0.00, -0.05], [-0.41, 0.00, 0.67], [0.28, 0.04, -0.12], [0.42, 0.39, -0.29], [-0.19, 0.09, -0.13], [0.00, 0.06, -0.01], [-0.33, -0.34, 0.21], [0.08, -0.21, 0.15], [0.46, 0.23, -0.28], [-0.03, 0.16, -0.08], [-0.73, 0.49, -0.34], [0.05, -0.10, -0.09], [-0.12, 0.13, -0.61], [0.29, 0.81, 1.27], [0.17, 0.22, 0.22], [0.72, 0.08, 0.37], [0.43, -0.61, -0.96], [-0.23, -0.06, 0.30], [-0.04, 0.46, 0.28], [0.20, 0.11, 0.14], [-0.55, -0.05, -0.04], [0.20, 0.26, 0.40], [0.09, 0.31, -0.24], [-0.26, 0.19, -0.18], [-0.25, -0.30, 0.25], [-0.03, -0.10, 0.08], [-0.30, 0.14, -0.14], [0.07, 0.00, -0.38], [-0.16, -0.21, -0.07], [0.38, -0.09, 0.13]], "lumo_energy_ev": 0.002, "de_lowest_kj_mol": 0.0, "charge": 0, "energy_ev": -85632.0177}

***

{"formula": "C33H37CoF3N3O4", "method": "ωB97M-V/def2-TZVPD", "symbols": ["Co", "C", "C", "C", "C", "C", "C", "C", "C", "C", "C", "C", "C", "N", "C", "O", "C", "C", "C", "C", "C", "N", "C", "O", "N", "C", "C", "C", "C", "C", "C", "C", "C", "C", "C", "C", "C", "H", "H", "H", "H", "H", "H", "H", "H", "H", "H", "H", "H", "H", "H", "H", "H", "H", "H", "H", "H", "H", "H", "H", "H", "H", "H", "H", "H", "H", "H", "H", "H", "H", "H", "H", "H", "H", "F", "C", "F", "F", "C", "O", "O"], "coordinates": [[-0.523508, -0.016504, 0.390344], [-1.029772, -2.512038, 3.173970], [-2.321258, -2.250813, 2.409782], [-2.659208, -0.773966, 2.195538], [-2.414582, -3.052226, 1.129244], [-3.463859, -3.959925, 1.039283], [-3.657845, -4.737358, -0.086764], [-2.806134, -4.565621, -1.159728], [-1.753527, -3.658621, -1.123793], [-0.965908, -3.460599, -2.406705], [-0.159794, -4.701300, -2.778843], [-1.891154, -3.071505, -3.564910], [-1.515672, -2.920927, 0.052787], [-0.469933, -1.962468, 0.069219], [0.785348, -2.367222, -0.222528], [1.263569, -3.495914, -0.222553], [1.641367, -1.189659, -0.667672], [2.953965, -1.218126, -1.099529], [3.520436, -0.019811, -1.528425], [2.790305, 1.163193, -1.524615], [1.489866, 1.115065, -1.054854], [0.979209, -0.043263, -0.672212], [0.492403, 2.255083, -0.930776], [0.700650, 3.319411, -1.513481], [-0.542658, 1.883028, -0.170010], [-1.655035, 2.760128, -0.017194], [-2.748533, 2.626244, -0.884657], [-3.879190, 3.414729, -0.674592], [-3.952810, 4.308955, 0.373226], [-2.858161, 4.443134, 1.209079], [-1.696356, 3.701164, 1.022305], [-0.521653, 4.057895, 1.914084], [0.253858, 2.900757, 2.517101], [0.420059, 5.017189, 1.183390], [-2.815897, 1.749155, -2.125895], [-2.283759, 2.540681, -3.324142], [-2.188439, 0.358304, -2.106949], [-1.054089, -2.019578, 4.145457], [-0.915720, -3.585189, 3.330500], [-0.158577, -2.143967, 2.642272], [-3.135265, -2.621932, 3.047388], [-1.892063, -0.245623, 1.582109], [-3.601533, -0.652869, 1.660473], [-2.693741, -0.217907, 3.131088], [-4.134543, -4.056556, 1.884415], [-4.472054, -5.447800, -0.133991], [-2.968574, -5.141122, -2.061315], [-0.279087, -2.625297, -2.260365], [-0.831487, -5.549090, -2.938555], [0.386292, -4.534397, -3.708549], [0.549206, -4.957686, -1.997489], [-2.537910, -3.900672, -3.853854], [-2.528485, -2.227583, -3.301165], [-1.303459, -2.795798, -4.440667], [3.496343, -2.151906, -1.086712], [4.550384, -0.007906, -1.862567], [3.204495, 2.106647, -1.850278], [-4.720025, 3.298598, -1.347245], [-4.847563, 4.893673, 0.538247], [-2.886925, 5.157982, 2.022355], [-0.968557, 4.615291, 2.747073], [0.903151, 2.432474, 1.780938], [0.881179, 3.271926, 3.329571], [-0.397320, 2.126149, 2.919066], [0.779037, 4.578597, 0.252539], [-0.086103, 5.949997, 0.935306], [1.278176, 5.250977, 1.814097], [-3.888550, 1.581634, -2.281419], [-1.230592, 2.775055, -3.172491], [-2.381823, 1.957840, -4.240467], [-2.822334, 3.479614, -3.451373], [-1.105876, 0.383467, -2.165747], [-2.475232, -0.235022, -1.228429], [-2.545751, -0.185319, -2.985520], [2.739615, 1.208472, 4.412111], [2.019782, 0.160843, 3.981452], [0.939815, 0.101318, 4.772481], [2.745093, -0.944341, 4.248922], [1.701557, 0.253295, 2.457602], [2.644329, 0.541506, 1.737422], [0.507792, 0.004961, 2.157486]], "forces_ev_per_a": [[-0.43, -0.09, -0.52], [0.10, 0.03, 0.02], [-0.15, 0.05, 0.08], [0.47, 0.18, -0.44], [0.00, -0.01, -0.01], [0.03, -0.03, -0.03], [0.00, 0.02, 0.01], [0.03, -0.06, 0.03], [-0.07, -0.06, -0.09], [0.01, 0.15, 0.00], [-0.03, -0.07, -0.04], [-0.04, 0.01, 0.05], [0.01, 0.29, -0.03], [0.10, -0.18, 0.26], [0.21, 0.13, -0.01], [-0.12, -0.08, -0.06], [0.09, -0.09, -0.04], [-0.10, 0.07, -0.02], [-0.01, -0.03, 0.02], [-0.09, -0.03, 0.01], [-0.02, 0.04, -0.16], [0.20, 0.04, -0.02], [0.27, -0.21, 0.03], [-0.06, 0.05, -0.12], [0.01, 0.09, 0.06], [0.13, -0.18, -0.13], [-0.24, -0.04, 0.07], [0.01, -0.07, 0.09], [0.07, -0.02, 0.04], [-0.01, 0.05, -0.07], [-0.03, 0.12, 0.09], [-0.12, 0.15, 0.13], [0.04, 0.00, -0.01], [0.04, 0.02, -0.06], [-0.06, -0.02, -0.02], [0.06, -0.06, 0.01], [-0.13, -0.08, 0.04], [0.02, 0.06, 0.08], [0.00, -0.03, 0.03], [0.00, -0.01, -0.03], [0.04, 0.01, -0.09], [-0.48, -0.09, 0.48], [-0.03, -0.02, 0.05], [0.04, 0.01, 0.03], [-0.04, -0.01, 0.02], [-0.03, -0.03, -0.01], [-0.01, -0.04, -0.07], [-0.02, -0.07, -0.03], [0.01, -0.03, -0.01], [0.05, 0.02, -0.05], [0.04, 0.00, 0.09], [-0.04, -0.06, 0.00], [0.01, -0.06, 0.01], [0.06, 0.03, -0.06], [0.02, -0.01, 0.00], [0.00, 0.00, -0.01], [0.00, 0.00, 0.00], [-0.06, 0.02, -0.04], [-0.04, 0.04, 0.00], [-0.01, 0.03, 0.04], [0.06, -0.04, -0.01], [-0.02, 0.12, 0.08], [0.05, 0.02, 0.04], [-0.05, 0.03, 0.01], [0.00, 0.03, 0.07], [-0.06, 0.07, -0.03], [0.06, 0.03, 0.07], [0.06, 0.04, -0.07], [0.08, 0.06, 0.00], [-0.01, -0.05, -0.09], [-0.02, 0.03, 0.03], [0.13, 0.02, -0.04], [-0.03, 0.07, -0.03], [0.02, 0.03, 0.07], [0.14, 0.17, -0.09], [0.03, -0.06, 0.13], [-0.30, -0.02, -0.02], [0.09, -0.12, -0.09], [-0.01, -0.07, -0.14], [0.33, 0.08, -0.02], [-0.24, -0.30, 0.50]], "lumo_energy_ev": [2.668, 2.678], "de_lowest_kj_mol": 0.0, "charge": -1, "energy_ev": -93266.9665, "s2": 0.757, "multiplicity": 2}